The following is a quantum chemistry calculation of C44H112N8O18PSn2 as an isolated structure in a non-equilibrium geometry, from the Open Molecules 2025 dataset.

Atoms and positions in Å:
Sn1 -4.0416 -1.7498 -0.0397
Sn2 -0.4990 5.2852 -2.2586
P1 0.8395 0.1424 -1.1972
O1 -7.9170 -3.4375 -0.9979
O2 0.8417 5.2650 -7.7513
O3 -2.1606 8.9988 -3.6609
O4 -0.2966 0.3895 -2.2604
O5 2.0689 0.8972 -1.7891
O6 -4.7267 -4.3191 -3.6792
O7 -1.0450 -7.1911 6.2544
O8 6.4522 0.6689 3.8308
O9 9.1259 2.0514 -2.6017
O10 -1.8741 -0.6484 7.9320
O11 -4.4605 1.7701 -8.3623
O12 5.5912 -3.6657 -6.8262
O13 -1.7851 -5.7343 12.3025
O14 -2.5918 7.5468 0.6585
O15 6.6761 -5.9839 -0.7263
O16 0.1291 0.9717 -0.0026
O17 -5.2784 -0.6062 4.9082
O18 0.8831 -1.3661 -0.8606
N1 3.9949 2.9479 2.3728
N2 4.5406 -4.2573 -3.3063
N3 -7.2171 -2.4543 -3.4502
N4 -2.9506 -2.2610 5.3937
N5 -2.5023 -7.5245 9.0635
N6 -1.2793 9.7882 -0.9442
N7 6.0648 3.9680 -3.5604
N8 -0.9442 2.8783 -7.4306
C1 7.4314 3.4543 -3.7183
C2 5.1515 0.9925 3.2852
C3 -2.4370 10.2562 -3.1701
C4 -2.1989 -5.9609 10.9585
C5 -4.9124 2.1347 -9.6139
C6 5.4872 -5.5000 -1.3746
C7 -2.4059 9.8789 -0.0344
C8 5.4902 -4.2489 -5.5601
C9 -8.6101 -2.4129 -2.9794
C10 -2.7901 6.6078 1.7376
C11 4.2200 2.9826 4.7130
C12 -4.9575 -0.9359 6.2626
C13 -1.4408 10.7304 -2.0659
C14 0.5035 4.3692 -8.7686
C15 -1.0717 -0.3783 9.0650
C16 -3.4553 2.6368 -7.7350
C17 -0.4137 -5.9319 12.5793
C18 0.0167 -6.5105 5.6213
C19 -1.9414 -1.1661 5.5622
C20 -2.3114 8.8725 1.1187
C21 -5.4301 -3.7031 -4.7941
C22 -3.3691 -4.4019 -3.9329
C23 1.3081 6.5815 -8.1239
C24 -6.9394 -3.5074 -4.4847
C25 -4.1160 -2.1915 6.3382
C26 -1.9759 -7.4150 10.4207
C27 -1.8038 -8.4581 8.2079
C28 -6.2739 0.3968 4.7268
C29 6.5126 -2.5536 -6.6896
C30 7.8970 2.7398 -2.4390
C31 -8.8186 -3.6364 -2.0528
C32 -2.9533 8.6366 -4.7928
C33 6.4436 -0.6218 4.3663
C34 9.5536 1.3778 -1.4111
C35 -2.0733 2.5257 -8.3935
C36 -0.5767 -7.8320 7.4842
C37 5.7166 -4.5768 -2.5502
C38 -8.1404 -4.4002 0.0548
C39 0.2976 2.9368 -8.2289
C40 -1.1772 -1.3369 6.8956
C41 6.4144 -6.8930 0.3785
C42 4.9015 2.4845 3.4095
C43 8.3995 4.6112 -4.0525
C44 4.7575 -3.4180 -4.4462
H1 -1.8066 6.3738 2.1452
H2 -2.6420 10.9106 0.2261
H3 -3.4905 -7.7304 9.0298
H4 -5.6860 1.4121 -9.8738
H5 -0.7959 -1.2746 9.6206
H6 4.0771 4.0570 4.8288
H7 6.1453 -3.6750 -2.1131
H8 -7.0024 -1.5759 -3.9002
H9 5.8712 -0.4073 5.2688
H10 -2.9180 9.3885 1.8629
H11 -2.3420 11.0125 -3.9492
H12 0.2231 -5.7038 11.7246
H13 -3.1689 5.6421 1.4028
H14 -0.4431 4.6777 -9.2123
H15 0.7274 -7.2707 5.2972
H16 7.1280 1.9879 -2.2618
H17 -4.0216 8.6281 -4.5768
H18 -3.3863 2.3574 -6.6837
H19 -5.8227 -1.1383 6.8939
H20 -1.7788 -5.2072 10.2924
H21 8.1149 5.3514 -4.8002
H22 -9.1748 -4.3331 0.3916
H23 3.8258 -3.0672 -4.8899
H24 -6.2419 0.7186 3.6859
H25 -3.6911 -2.3462 7.3300
H26 3.8222 -3.8621 -2.7166
H27 -2.4843 -3.0920 5.7283
H28 1.1985 6.7873 -9.1887
H29 -8.6502 -1.5214 -2.3535
H30 -1.2362 -1.3271 4.7468
H31 1.2932 4.4622 -9.5142
H32 3.1766 2.3672 2.4880
H33 -0.3962 9.9253 -0.4737
H34 5.9049 -1.6912 -6.4155
H35 -0.2479 -7.0028 12.6965
H36 -0.0766 -7.1770 8.1977
H37 10.5713 1.0126 -1.5487
H38 2.3754 6.6115 -7.9046
H39 6.4731 -4.6203 -5.2704
H40 -3.7560 3.6838 -7.7733
H41 3.2065 2.5850 4.7659
H42 -0.1048 -5.3401 13.4410
H43 -7.3129 -4.4928 -4.2060
H44 5.6221 -7.5881 0.1007
H45 -4.3985 -0.1353 6.7472
H46 0.3413 2.1100 -8.9378
H47 -0.2953 -5.9485 4.7410
H48 -3.3746 9.6360 -0.4712
H49 5.9131 -1.3346 3.7349
H50 9.3470 4.1011 -4.2262
H51 -8.7442 -4.6248 -2.5063
H52 -5.8467 1.2245 5.2929
H53 -1.8868 1.5613 -8.8662
H54 1.0074 2.6752 -7.4442
H55 -1.6180 11.7528 -1.7320
H56 -7.2581 0.1368 5.1165
H57 -1.5145 -9.3308 8.7935
H58 -5.3333 -4.4291 -5.6013
H59 -4.1385 2.2034 -10.3784
H60 -1.3081 8.8626 1.5447
H61 4.7969 2.6447 5.5739
H62 0.8229 7.3587 -7.5334
H63 5.3815 -2.5760 -4.1464
H64 -1.1233 -2.3810 7.2039
H65 5.2413 0.8262 2.2117
H66 -7.8238 -5.4397 -0.0310
H67 -7.6385 -4.0226 0.9456
H68 -5.3622 3.1272 -9.5846
H69 4.9048 -4.9882 -0.6084
H70 6.0540 -6.1734 1.1136
H71 -2.5500 7.6915 -5.1566
H72 7.0102 -2.3284 -7.6329
H73 4.3460 2.5503 1.5132
H74 4.7573 -6.2808 -1.5884
H75 -0.1771 -0.9198 6.7780
H76 7.4528 2.8135 -4.5998
H77 6.5180 -4.9635 -3.1798
H78 0.5643 -5.8002 6.2407
H79 7.4655 -0.9814 4.4876
H80 4.8242 -5.0710 -5.8223
H81 -9.3562 -2.2392 -3.7548
H82 -0.8933 -7.5098 10.5056
H83 0.0326 -8.6955 7.2172
H84 5.5541 3.1868 -3.1744
H85 -3.4619 7.0088 2.4966
H86 -0.8788 2.2556 -6.6381
H87 -2.3759 -8.1912 11.0731
H88 8.8696 0.5650 -1.1670
H89 -2.4916 -8.8175 7.4425
H90 -0.4796 10.8273 -2.5709
H91 5.8157 3.0503 3.2299
H92 -2.7600 -4.9290 -3.1985
H93 7.3562 -7.3406 0.6961
H94 -7.4607 -3.3262 -5.4247
H95 5.6445 4.0400 -4.4760
H96 -9.8500 -3.6374 -1.7001
H97 -4.7501 -3.0729 6.2418
H98 9.5721 2.1628 -0.6551
H99 7.3272 -2.5717 -5.9656
H100 -1.7558 0.1812 9.7029
H101 -2.1685 3.2830 -9.1716
H102 -3.1932 -4.8609 -4.9058
H103 -2.7903 9.3259 -5.6213
H104 -2.3480 -0.1638 5.4273
H105 8.4726 5.1639 -3.1158
H106 -0.1935 0.2531 8.9300
H107 -3.2327 -5.6159 10.9707
H108 -4.9789 -2.7438 -5.0475
H109 -3.4418 10.2170 -2.7496
H110 4.2480 0.4866 3.6257
H111 -3.0049 -3.3746 -3.9268
H112 7.9907 3.4416 -1.6103

Properties
* HOMO level: -0.330 Ha
* molar mass: 1309.8 u
* total charge: +1
* calculated total energy: -117139.627 eV